(1)
C4H9NO3 | the ωB97M-V functional and the def2-TZVPD basis

Geometry (Å):
O (1.4021, -1.4024, -0.4493)
O (2.0876, 0.0821, 1.2521)
O (-2.2953, -0.8074, 0.5981)
N (0.7881, 0.9546, -0.5410)
C (-1.5728, 1.2769, -1.2279)
C (-0.9340, -0.2763, 0.7795)
C (-0.5008, 0.3329, -0.6110)
C (1.6072, -0.1706, 0.1779)
H (-0.8945, 0.3784, 1.6906)
H (-0.5004, -0.5607, -1.1954)
H (0.8905, 1.8448, 0.0292)
H (2.0938, -0.3903, -0.9053)
H (-1.8731, 0.8662, -2.2220)
H (-1.1654, 2.2412, -1.3982)
H (-0.2189, -1.0641, 1.0015)
H (-2.6231, -1.3407, 1.3770)
H (-2.3794, 1.3876, -0.5087)

Computed properties:
energy relative to the best compared isomer or geometry (same formula, charge and spin) = 85.4 kcal/mol
LUMO energy (spin up / spin down) = 0.13285 / 0.13163 hartree
calculated total energy = -11923.0280 eV
total charge = -1
spin multiplicity = 2
orbital gap (spin up / spin down) = 4.71 / 7.77 eV

Mulliken population analysis, charges in e, atoms 1 to 8:
1. O -0.333
2. O -0.489
3. O -0.538
4. N -0.323
5. C -1.159
6. C -0.602
7. C 0.330
8. C -0.413

=====

(2)
C28H38N3O2 | the ωB97M-V functional and the def2-TZVPD basis

Geometry (Å):
O (-3.4954, 1.7771, 8.1645)
O (4.1793, -1.6356, 1.6463)
N (0.7674, -0.9025, 2.0320)
N (-2.9785, 1.3378, 5.5299)
N (2.2059, -1.6063, 0.4467)
C (-2.6794, 0.1723, 2.4590)
C (2.5949, 1.5016, 1.5021)
C (-1.9046, 1.0936, 6.4861)
C (2.8325, -1.9567, -0.8071)
C (0.5791, -3.8964, 1.4789)
C (2.1101, -0.7123, 2.5957)
C (2.4747, 0.7576, 2.8055)
C (-0.3029, -0.2674, 2.5588)
C (1.5473, 2.2777, 1.0023)
C (2.8558, 2.8039, -0.9706)
C (-1.4938, -2.7342, 0.7437)
C (0.1353, -3.3596, -0.9453)
C (1.6666, 2.9072, -0.2406)
C (-6.2672, -0.4190, 0.2682)
C (-4.3599, 1.2577, 5.9771)
C (-3.9290, 0.1792, 1.7459)
C (-3.9799, 0.3994, 0.3417)
C (-4.4909, 2.1400, 7.2116)
C (-2.1610, 1.9745, 7.6984)
C (-5.1168, 0.0446, -0.3868)
C (0.7718, -1.5019, 0.6737)
C (-1.4405, 0.0863, 1.8319)
C (-5.1328, -0.2012, 2.3958)
C (3.7939, 1.4347, 0.7857)
C (-6.2800, -0.4958, 1.6666)
C (2.9858, -1.3694, 1.5514)
C (3.9271, 2.0745, -0.4438)
C (0.0008, -2.8805, 0.4969)
H (-5.1181, -0.3308, 3.4801)
H (-4.9964, 1.6371, 5.1676)
H (-2.7206, -0.0875, 3.5256)
H (-7.1798, -0.8333, 2.1859)
H (-1.9313, -1.9770, 0.0810)
H (3.1361, -3.0158, -0.8027)
H (4.6280, 0.8643, 1.1991)
H (-1.9959, 3.0276, 7.3954)
H (3.4440, 0.7719, 3.3194)
H (0.3320, -0.7759, -0.0442)
H (-3.1056, 0.7944, -0.1784)
H (0.0772, -4.8633, 1.3429)
H (0.4137, -3.5819, 2.5153)
H (-4.6844, 0.2286, 6.2306)
H (-1.5186, 1.7022, 8.5500)
H (-0.5975, -4.1566, -1.1340)
H (-7.1377, -0.7251, -0.3108)
H (-1.3595, 0.2491, 0.7507)
H (2.2122, -1.2825, 3.5289)
H (-0.0917, -2.5472, -1.6477)
H (-1.9850, -3.6919, 0.5121)
H (2.1329, -1.7670, -1.6280)
H (1.7346, 1.2266, 3.4579)
H (-0.2530, -0.0613, 3.6330)
H (4.8683, 1.9913, -0.9922)
H (1.6519, -4.0516, 1.3184)
H (0.8259, 3.4790, -0.6379)
H (3.7287, -1.3336, -0.9453)
H (-2.8267, 0.8651, 4.6598)
H (-1.8318, 0.0398, 6.8139)
H (-0.9617, 1.3854, 6.0118)
H (-5.0901, 0.0981, -1.4774)
H (-4.3725, 3.1913, 6.8867)
H (1.1193, -3.7799, -1.1711)
H (-5.4526, 1.9860, 7.7246)
H (-1.7301, -2.4937, 1.7829)
H (2.9542, 3.2960, -1.9400)
H (0.6310, 2.3811, 1.5876)

Computed properties:
energy relative to the best compared isomer or geometry (same formula, charge and spin) = 22.2 kcal/mol
LUMO energy = -0.18431 hartree
calculated total energy = -38210.8431 eV
total charge = +1
spin multiplicity = 1
orbital gap = 6.20 eV

Mulliken population analysis, charges in e, atoms 1 to 8:
1. O -0.364
2. O -0.659
3. N 0.655
4. N -0.300
5. N 0.772
6. C -0.256
7. C 0.423
8. C -0.112